{"formula": "C20H30Cl10N2", "method": "ωB97M-V/def2-TZVPD", "elements": ["Cl", "C", "C", "Cl", "H", "H", "H", "H", "Cl", "C", "C", "Cl", "H", "H", "H", "H", "Cl", "C", "C", "Cl", "H", "H", "H", "H", "Cl", "C", "C", "Cl", "H", "H", "H", "H", "Cl", "C", "C", "Cl", "H", "H", "H", "H", "N", "C", "C", "C", "C", "C", "H", "H", "H", "H", "H", "N", "C", "C", "C", "C", "C", "H", "H", "H", "H", "H"], "xyz": [[-0.83377, -3.56458, 0.61041], [-0.49080, -2.59439, 2.15752], [-1.44298, -2.82592, 3.25219], [-1.46764, -4.63488, 3.53611], [-0.56423, -1.55045, 1.85273], [0.50062, -2.73713, 2.58740], [-2.47776, -2.58967, 3.00416], [-1.17884, -2.31101, 4.17589], [1.71018, -2.94988, -3.39059], [1.22618, -1.91101, -2.07891], [0.24840, -2.77193, -1.21941], [-1.33375, -2.99306, -2.15045], [0.75251, -0.95628, -2.30744], [2.21255, -1.72475, -1.65408], [0.02679, -2.46784, -0.19642], [0.71169, -3.75095, -1.09705], [1.76007, 5.86946, 1.26817], [1.24721, 4.30025, 1.91644], [0.12296, 3.75554, 1.15964], [0.37188, 3.57733, -0.61845], [1.00399, 4.52278, 2.95540], [2.11941, 3.64704, 1.94265], [-0.74977, 4.40020, 1.26371], [-0.15720, 2.76588, 1.52046], [-3.37425, 0.48313, -0.56122], [-5.12259, 0.38689, -1.05503], [-5.96050, 1.30288, -0.29546], [-5.82396, 3.00411, -0.98177], [-5.35999, -0.66957, -0.92982], [-5.18273, 0.53627, -2.13308], [-5.62222, 1.27343, 0.74030], [-7.01611, 1.03448, -0.33736], [-0.42821, -0.84341, -0.81198], [-1.37701, 0.40420, 0.01957], [-0.61398, 0.82447, 1.29496], [0.98321, 1.51285, 0.86330], [-2.36684, -0.05107, 0.05207], [-1.43568, 1.23248, -0.68655], [-0.59809, -0.00264, 2.00470], [-1.12939, 1.63706, 1.80697], [2.22872, -0.61797, 2.40814], [1.89172, -0.66851, 1.09500], [2.28206, -1.67590, 0.27046], [3.20157, -2.59369, 0.73345], [3.50661, -2.59250, 2.08879], [2.98095, -1.60178, 2.93667], [1.32202, 0.16361, 0.70848], [2.05489, -1.64200, -0.78483], [3.56581, -3.38229, 0.09168], [4.07935, -3.39645, 2.52698], [3.31052, -1.60754, 3.96515], [0.50215, 0.41675, -2.48413], [0.64996, 1.63606, -1.87168], [1.55138, 2.59526, -2.31545], [2.35590, 2.30475, -3.38650], [2.18204, 1.14091, -4.05151], [1.25338, 0.23118, -3.63135], [-0.13191, 1.90456, -1.17670], [1.58190, 3.56573, -1.84252], [3.12654, 2.99995, -3.68518], [2.72021, 0.91540, -4.96032], [0.89487, -0.66585, -4.11427]], "nbo_charge": [0.0114, -0.3762, -0.3635, -0.0853, 0.2142, 0.2375, 0.2156, 0.2315, -0.0670, -0.4608, -0.5044, -0.0680, 0.2638, 0.2196, 0.2919, 0.2184, -0.0603, -0.3987, -0.4175, -0.0061, 0.2342, 0.2233, 0.2151, 0.2190, 0.0630, -0.4723, -0.3570, -0.0906, 0.2288, 0.2286, 0.2161, 0.2282, 0.0527, -0.4160, -0.3793, 0.1053, 0.1817, 0.2097, 0.2269, 0.2193, -0.4776, 0.0043, -0.2761, -0.1628, -0.2650, 0.0164, 0.1477, 0.1827, 0.2102, 0.2126, 0.1956, -0.5105, 0.0100, -0.2970, -0.1374, -0.2705, 0.0546, 0.2183, 0.2409, 0.2207, 0.2247, 0.2256], "homo_ev": -8.106, "gap_ha": 0.2993, "relative_energy_kj_mol": 2450.95}

{"formula": "C20H30ClN3O3", "method": "ωB97M-V/def2-TZVPD", "elements": ["C", "C", "C", "C", "C", "C", "C", "O", "N", "C", "C", "O", "C", "C", "C", "C", "C", "N", "C", "O", "C", "C", "N", "C", "C", "Cl", "C", "H", "H", "H", "H", "H", "H", "H", "H", "H", "H", "H", "H", "H", "H", "H", "H", "H", "H", "H", "H", "H", "H", "H", "H", "H", "H", "H", "H", "H", "H"], "xyz": [[1.23887, 4.04472, -0.81516], [0.91932, 2.76137, -0.05375], [0.06067, 1.76424, -0.84000], [-1.30483, 2.35502, -1.19095], [-0.09647, 0.45102, -0.05147], [-0.94055, -0.59743, -0.80403], [-0.76678, -1.96835, -0.17655], [0.08282, -2.74903, -0.59147], [-1.57240, -2.22815, 0.87248], [-1.60997, -3.48632, 1.62974], [-2.06780, -4.62773, 0.73031], [-3.37965, -4.32708, 0.26339], [-0.26251, -3.75881, 2.30866], [-0.20756, -2.74216, 3.45368], [-1.67601, -2.53241, 3.89750], [-1.95264, -3.04774, 5.30533], [-2.52718, -3.26588, 2.83640], [1.18571, -0.15214, 0.28355], [1.68777, -0.13478, 1.54038], [1.24770, 0.58055, 2.42615], [2.84395, -1.05908, 1.79301], [3.74949, -0.72198, 2.79438], [4.79187, -1.48152, 3.12436], [4.95852, -2.63060, 2.47364], [4.09303, -3.05504, 1.47573], [4.35618, -4.57942, 0.69769], [3.01634, -2.26278, 1.11861], [1.95646, 4.64999, -0.26050], [1.67757, 3.82301, -1.79103], [0.35468, 4.66070, -0.97919], [1.85695, 2.27580, 0.22181], [0.41729, 2.99842, 0.88925], [0.58660, 1.52312, -1.77372], [-1.87380, 2.57366, -0.28268], [-1.19640, 3.28579, -1.74543], [-1.89929, 1.68478, -1.81116], [-0.57448, 0.68128, 0.90510], [-1.98823, -0.29884, -0.80925], [-0.60755, -0.67860, -1.84069], [-2.32735, -1.58508, 1.03989], [-1.36863, -4.73868, -0.10185], [-2.06824, -5.55248, 1.31674], [-3.61595, -4.95589, -0.42344], [-0.27975, -4.77990, 2.69988], [0.57417, -3.68599, 1.61725], [0.41907, -3.09257, 4.27558], [0.22189, -1.80088, 3.10833], [-1.90799, -1.46486, 3.87464], [-1.69893, -4.10838, 5.38148], [-1.36062, -2.50724, 6.04544], [-3.00594, -2.93680, 5.57087], [-3.43845, -2.72783, 2.56862], [-2.84489, -4.24279, 3.20984], [1.56740, -0.80964, -0.37641], [3.61575, 0.20097, 3.34494], [5.80528, -3.24410, 2.75752], [2.31566, -2.60933, 0.36738]], "nbo_charge": [-0.6058, -0.3992, -0.1994, -0.6183, -0.0379, -0.4989, 0.7037, -0.6732, -0.6149, 0.1008, -0.0702, -0.7325, -0.4090, -0.4038, -0.2266, -0.5964, -0.3967, -0.6207, 0.6712, -0.6252, -0.1716, 0.0778, -0.3978, 0.0227, -0.0730, 0.0157, -0.1964, 0.2150, 0.1998, 0.1997, 0.2102, 0.2072, 0.1912, 0.2048, 0.2189, 0.2072, 0.2251, 0.2240, 0.2296, 0.4010, 0.1932, 0.1635, 0.4747, 0.2057, 0.2340, 0.2124, 0.2191, 0.2029, 0.1981, 0.2119, 0.2068, 0.2158, 0.2134, 0.4125, 0.2169, 0.2061, 0.2546], "smiles": "CC[C@H](C)[C@@H](CC(=O)N[C@@]1(CO)CC[C@H](C)C1)NC(=O)c1cncc(Cl)c1", "homo_ev": -9.506, "gap_ha": 0.3657, "relative_energy_kj_mol": 3.48}

{"formula": "C20H30F12O10", "method": "ωB97M-V/def2-TZVPD", "elements": ["C", "O", "C", "C", "O", "C", "H", "H", "H", "H", "H", "H", "H", "H", "H", "H", "C", "C", "O", "C", "O", "C", "F", "F", "F", "H", "H", "H", "H", "H", "C", "C", "O", "C", "O", "C", "F", "F", "F", "H", "H", "H", "H", "H", "C", "C", "O", "C", "O", "C", "F", "F", "F", "H", "H", "H", "H", "H", "C", "C", "O", "C", "O", "C", "F", "F", "F", "H", "H", "H", "H", "H"], "xyz": [[-0.84787, -0.93328, 3.38523], [-0.18021, -2.08731, 2.99833], [-1.13278, -2.90596, 2.31428], [-0.49519, -4.24034, 2.11722], [-1.28848, -4.93868, 1.15069], [-0.96709, -6.23750, 0.93239], [-1.17624, -0.34883, 2.52576], [-0.07092, -0.34253, 3.87048], [-1.60260, -1.12311, 4.14842], [-1.53546, -2.56852, 1.35926], [-2.02394, -3.04186, 2.92703], [-0.49077, -4.55062, 3.16213], [0.55436, -4.16161, 1.83375], [0.10784, -6.40822, 0.87334], [-1.38746, -6.53937, -0.02691], [-1.33156, -6.97459, 1.64791], [-4.71434, -4.06387, -1.59695], [-4.65836, -4.16272, -0.08594], [-5.83018, -3.56269, 0.47336], [-5.91616, -3.22933, 1.78391], [-4.99188, -3.39465, 2.58228], [-7.30317, -2.65560, 2.11559], [-7.32663, -1.80073, 3.07367], [-7.69848, -1.99051, 0.97802], [-8.15109, -3.63076, 2.29769], [-5.39072, -4.83980, -1.95547], [-3.70008, -4.26888, -1.93950], [-5.02319, -3.15579, -2.11473], [-3.74949, -3.70416, 0.30363], [-4.61166, -5.22278, 0.16348], [1.17784, 0.79919, -0.07485], [-0.11228, 1.62326, 0.04909], [-1.15632, 0.74908, -0.25632], [-1.49254, 0.43945, -1.57686], [-0.99189, 1.05777, -2.49594], [-2.49759, -0.66647, -1.71876], [-3.72053, -0.17043, -1.93966], [-2.09913, -1.37780, -2.72970], [-2.60019, -1.47944, -0.67372], [1.00912, 0.09403, 0.73902], [2.11179, 1.35853, -0.02054], [1.30906, 0.12001, -0.91723], [-0.09555, 2.46382, -0.64466], [-0.25888, 2.02843, 1.05030], [2.26204, 5.21049, -0.73240], [1.90591, 6.71059, -0.62846], [2.40117, 7.22055, 0.68987], [3.69424, 7.54157, 0.75471], [4.48819, 7.35945, -0.16996], [4.10987, 7.98663, 2.13767], [5.06696, 7.14956, 2.58392], [4.57959, 9.27364, 1.95315], [3.13715, 7.99255, 3.02237], [1.60356, 4.80484, 0.03569], [3.27230, 4.93847, -0.42665], [2.07262, 4.76393, -1.70853], [0.82584, 6.85731, -0.62427], [2.22123, 7.33952, -1.46099], [5.70686, -0.16247, -0.64734], [5.35854, -0.34397, -2.10939], [4.17455, 0.25568, -2.52195], [3.71566, 0.47374, -3.79237], [4.19386, -0.09940, -4.81676], [2.48074, 1.41283, -3.92703], [2.66502, 2.34827, -4.76449], [1.40178, 0.76710, -4.44515], [2.21762, 1.89977, -2.71276], [6.19244, -1.05339, -0.24914], [4.83128, 0.06637, -0.03981], [6.34774, 0.71462, -0.55753], [5.17862, -1.40164, -2.30196], [6.24552, 0.01854, -2.62896]], "lowdin_spin": [0.0032, 0.0473, 0.0415, 0.1033, 0.5071, 0.0867, 0.0017, -0.0001, 0.0012, 0.0192, 0.0130, 0.0521, 0.0416, 0.0271, 0.0051, 0.0479, 0.0000, -0.0002, 0.0001, 0.0001, 0.0013, 0.0001, 0.0000, 0.0001, 0.0000, 0.0000, 0.0000, 0.0000, -0.0003, 0.0000, 0.0000, 0.0000, 0.0002, 0.0000, 0.0000, 0.0000, 0.0000, 0.0000, 0.0009, 0.0000, 0.0000, 0.0000, 0.0000, 0.0000, 0.0000, 0.0000, 0.0000, 0.0000, 0.0000, 0.0000, 0.0000, 0.0000, 0.0000, 0.0000, 0.0000, 0.0000, 0.0000, 0.0000, 0.0000, 0.0000, 0.0000, 0.0000, 0.0000, 0.0000, 0.0000, 0.0000, 0.0000, 0.0000, 0.0000, 0.0000, 0.0000, 0.0000], "spin_multiplicity": 2, "homo_ev": [-12.509, -12.509], "gap_ha": [0.3504, 0.0978], "charge": 1}